[1]
{"formula": "C20H20AsBr2IrN2O6S", "method": "ωB97M-V/def2-TZVPD", "species": ["Ir", "Br", "C", "C", "C", "N", "C", "C", "C", "C", "C", "Br", "C", "C", "N", "H", "H", "H", "H", "H", "H", "O", "As", "O", "O", "C", "C", "C", "C", "C", "C", "S", "O", "O", "O", "H", "H", "H", "H", "H", "C", "C", "C", "C", "H", "H", "H", "H", "H", "H", "H", "H", "H"], "xyz": [[0.705, -0.287, 0.129], [2.402, -6.017, 2.971], [1.849, -4.410, 2.169], [1.150, -3.459, 2.954], [0.788, -2.291, 2.355], [1.058, -2.020, 1.058], [1.710, -2.959, 0.272], [2.123, -4.177, 0.856], [1.902, -2.587, -1.077], [2.513, -3.381, -2.071], [2.576, -2.913, -3.349], [3.387, -3.950, -4.689], [2.039, -1.648, -3.695], [1.493, -0.900, -2.697], [1.425, -1.330, -1.416], [0.923, -3.644, 3.991], [0.263, -1.513, 2.892], [2.654, -4.909, 0.267], [2.923, -4.347, -1.819], [2.068, -1.284, -4.709], [1.085, 0.085, -2.881], [1.209, 1.703, 3.907], [0.257, 2.116, 2.484], [-1.124, 2.833, 2.951], [0.033, 0.563, 1.751], [1.542, 3.208, 1.560], [2.541, 3.850, 2.282], [3.363, 4.757, 1.628], [3.194, 5.019, 0.275], [2.200, 4.375, -0.449], [1.392, 3.463, 0.200], [-0.071, 2.758, -0.580], [-2.834, 2.530, -0.599], [-0.189, 3.500, -1.835], [0.509, 1.307, -0.965], [0.587, 1.549, 4.628], [2.655, 3.653, 3.339], [4.130, 5.278, 2.185], [3.832, 5.742, -0.215], [2.041, 4.568, -1.502], [-4.299, 3.452, 1.200], [-3.561, 3.685, -0.106], [-2.593, 4.846, 0.020], [-3.023, 1.328, -0.017], [-4.824, 4.373, 1.455], [-3.597, 3.225, 2.004], [-5.032, 2.650, 1.117], [-4.285, 3.912, -0.895], [-1.899, 4.666, 0.845], [-3.156, 5.754, 0.241], [-2.032, 4.989, -0.901], [-2.587, 0.514, -0.580], [-3.144, 1.258, 1.054]], "forces_ev_per_a": [[-0.25, 0.25, 0.03], [0.01, -0.05, 0.02], [-0.06, 0.09, -0.01], [0.05, -0.10, -0.02], [0.01, 0.06, 0.01], [0.02, -0.12, 0.22], [0.00, 0.02, -0.06], [0.01, -0.01, -0.01], [-0.07, 0.00, 0.05], [0.01, -0.03, 0.02], [-0.06, 0.10, 0.03], [0.02, -0.04, -0.03], [0.06, -0.12, -0.03], [0.01, 0.06, 0.04], [0.12, 0.00, -0.21], [-0.01, 0.00, 0.00], [0.03, 0.05, -0.04], [0.00, -0.01, 0.00], [-0.01, -0.02, -0.01], [0.01, 0.02, 0.00], [0.00, 0.01, 0.05], [0.04, -0.16, -0.14], [-0.38, 0.28, 0.51], [0.09, -0.18, -0.22], [0.28, 0.10, 0.06], [0.04, -0.10, -0.25], [-0.04, -0.07, -0.02], [0.01, 0.02, 0.03], [0.03, -0.01, -0.02], [0.10, -0.10, -0.04], [-0.15, -0.13, 0.39], [0.23, 0.43, -0.32], [-0.41, 0.03, 0.11], [-0.02, -0.22, 0.04], [0.23, -0.07, -0.22], [-0.01, 0.07, 0.09], [0.03, 0.01, 0.00], [0.02, -0.01, 0.00], [0.02, 0.00, -0.01], [-0.07, 0.05, 0.00], [0.09, -0.04, -0.03], [-0.13, 0.03, 0.06], [0.06, -0.08, -0.01], [0.06, -0.04, -0.10], [-0.02, 0.00, 0.01], [-0.01, 0.02, 0.01], [-0.01, 0.00, 0.01], [-0.01, -0.04, 0.01], [0.00, 0.00, 0.01], [0.02, 0.03, -0.01], [0.00, 0.01, -0.01], [0.03, 0.01, 0.00], [-0.02, 0.02, 0.01]], "multiplicity": 5, "e_homo_ha": [-0.237, -0.326], "s_squared": 6.023}

[2]
{"formula": "C20H20BN6PtS2Se", "method": "ωB97M-V/def2-TZVPD", "species": ["Pt", "C", "N", "C", "C", "N", "B", "N", "C", "C", "N", "C", "C", "S", "C", "S", "H", "H", "H", "H", "H", "H", "H", "H", "H", "H", "H", "H", "C", "C", "C", "C", "N", "C", "C", "C", "C", "C", "C", "C", "H", "H", "H", "H", "H", "H", "H", "H", "Se", "C", "N"], "xyz": [[-0.419, -0.847, 0.557], [-2.477, 3.164, 1.330], [-1.146, 2.859, 1.787], [-0.716, 2.919, 3.100], [0.596, 2.630, 3.080], [0.987, 2.398, 1.775], [2.458, 2.083, 1.408], [2.907, 0.730, 2.133], [3.674, 0.727, 3.272], [3.943, -0.555, 3.616], [3.332, -1.340, 2.666], [3.291, -2.790, 2.647], [2.700, -0.542, 1.770], [1.893, -1.164, 0.380], [-0.094, 2.559, 0.961], [-0.205, 2.503, -0.718], [-3.185, 2.930, 2.125], [-2.690, 2.565, 0.447], [-2.570, 4.217, 1.053], [-1.387, 3.128, 3.914], [1.295, 2.549, 3.894], [2.614, 1.981, 0.230], [3.164, 2.924, 1.933], [3.979, 1.650, 3.732], [4.510, -0.973, 4.428], [3.673, -3.154, 3.599], [3.894, -3.182, 1.830], [2.264, -3.119, 2.502], [-4.490, -0.237, -0.614], [-5.124, -0.017, 0.600], [-4.387, -0.053, 1.767], [-3.020, -0.313, 1.711], [-2.429, -0.557, 0.523], [-3.136, -0.506, -0.611], [-2.097, -0.364, 2.844], [-2.520, -0.197, 4.162], [-1.615, -0.300, 5.201], [-0.286, -0.584, 4.902], [0.130, -0.738, 3.590], [-0.746, -0.615, 2.505], [-5.026, -0.202, -1.551], [-6.187, 0.189, 0.635], [-4.861, 0.123, 2.722], [-2.573, -0.684, -1.516], [-3.563, 0.004, 4.381], [-1.937, -0.171, 6.227], [0.438, -0.681, 5.704], [1.174, -0.957, 3.415], [-0.162, -3.692, -3.418], [-0.281, -2.382, -2.207], [-0.357, -1.503, -1.446]], "forces_ev_per_a": [[0.25, -0.42, -0.14], [0.00, -0.02, -0.01], [-0.01, -0.03, 0.00], [-0.03, -0.04, 0.00], [0.03, -0.02, -0.02], [-0.10, -0.05, 0.01], [0.07, 0.03, -0.02], [0.02, 0.05, 0.02], [-0.05, -0.02, 0.04], [0.03, 0.01, 0.00], [0.02, -0.04, -0.02], [0.01, 0.00, -0.02], [0.03, 0.10, -0.10], [-0.18, 0.03, 0.12], [0.06, 0.12, 0.10], [-0.01, -0.05, -0.03], [-0.01, -0.01, 0.01], [-0.01, -0.02, 0.00], [0.00, -0.01, -0.01], [0.00, -0.02, 0.00], [-0.01, 0.00, 0.00], [-0.02, -0.03, 0.01], [0.01, 0.01, -0.04], [-0.01, 0.00, 0.00], [0.00, 0.00, 0.00], [0.00, 0.00, 0.00], [0.00, 0.00, 0.00], [0.00, 0.00, 0.01], [0.01, -0.01, 0.00], [0.00, 0.00, 0.00], [0.00, 0.01, 0.01], [0.00, -0.03, -0.03], [-0.09, 0.17, -0.04], [0.00, 0.03, 0.02], [0.00, 0.01, -0.01], [-0.01, -0.01, 0.00], [0.02, 0.01, -0.02], [-0.02, 0.00, 0.02], [0.06, -0.01, -0.02], [0.05, 0.19, 0.13], [0.00, -0.01, 0.00], [0.00, 0.00, 0.00], [0.01, 0.01, 0.00], [-0.01, -0.01, 0.00], [0.00, 0.00, 0.01], [0.00, 0.00, 0.00], [0.00, 0.00, 0.00], [-0.13, 0.03, 0.05], [-0.04, -0.04, -0.03], [0.03, 0.25, -0.09], [0.01, -0.17, 0.11]], "e_homo_ha": -0.148, "total_charge": -1}

[3]
{"formula": "C20H20Br2N2O2S", "method": "ωB97M-V/def2-TZVPD", "species": ["C", "C", "N", "C", "C", "N", "C", "S", "C", "H", "H", "H", "H", "H", "H", "H", "H", "H", "H", "C", "O", "C", "C", "C", "C", "C", "C", "C", "C", "Br", "C", "O", "C", "Br", "C", "C", "C", "H", "H", "H", "H", "H", "H", "H", "H", "H", "H"], "xyz": [[3.786, -3.781, -0.382], [2.390, -3.992, -0.892], [1.493, -2.917, -0.725], [0.111, -3.255, -0.847], [-0.620, -1.963, -0.676], [0.441, -0.968, -0.557], [1.639, -1.587, -0.650], [3.276, -0.943, -0.611], [4.251, -2.469, -0.998], [3.852, -3.785, 0.710], [4.442, -4.593, -0.735], [2.467, -4.279, -1.966], [1.960, -4.888, -0.415], [-0.035, -3.711, -1.806], [-0.104, -4.015, -0.115], [-1.236, -1.736, -1.550], [-1.234, -2.034, 0.229], [5.266, -2.249, -0.656], [4.255, -2.593, -2.089], [-2.057, 3.215, 5.280], [-1.175, 2.154, 4.853], [-0.835, 2.039, 3.547], [-1.237, 2.903, 2.501], [-0.986, 2.562, 1.162], [-0.335, 1.320, 0.780], [-0.069, 0.756, -0.565], [-0.962, 1.274, -1.580], [-0.470, 1.479, -2.915], [-1.292, 1.822, -3.975], [-0.656, 1.891, -5.736], [-2.739, 2.120, -3.812], [-3.489, 2.383, -4.754], [-3.144, 2.174, -2.388], [-4.933, 2.701, -2.113], [-2.295, 1.813, -1.356], [0.229, 0.628, 1.878], [-0.044, 0.938, 3.203], [-2.220, 3.039, 6.344], [-1.588, 4.198, 5.135], [-3.013, 3.169, 4.739], [-1.764, 3.813, 2.790], [-1.361, 3.324, 0.454], [1.060, 0.800, -0.864], [0.586, 1.304, -3.136], [-2.732, 1.915, -0.362], [0.816, -0.245, 1.625], [0.307, 0.270, 3.994]], "forces_ev_per_a": [[0.15, 0.65, 0.11], [0.73, -2.13, -0.73], [-0.17, 0.72, 0.28], [-0.17, -0.99, -0.19], [-0.49, 0.02, 0.21], [0.23, -0.84, 0.22], [-1.17, 0.39, 0.24], [-0.44, -0.08, 0.20], [0.43, -0.01, -0.14], [-0.16, 0.21, -0.10], [-0.28, 0.31, 0.02], [-0.15, 0.28, 0.36], [-0.07, 0.39, 0.00], [-0.29, -0.28, -0.77], [-0.40, -0.25, 0.45], [-0.10, 0.17, 0.27], [-0.02, 0.56, -0.19], [-0.18, 0.31, -0.17], [0.11, 0.22, 0.25], [0.39, -0.32, -0.46], [-0.20, 0.50, 0.26], [-0.05, -0.08, -1.05], [0.40, -0.81, 0.62], [0.00, -0.42, -0.49], [0.35, 0.45, 2.93], [3.18, 2.28, -1.70], [-0.27, 0.51, -0.93], [-0.74, -0.58, -0.83], [-0.31, -0.16, 1.55], [0.27, 0.08, -0.22], [0.26, 0.37, -0.03], [0.42, -0.30, 0.59], [1.50, -0.53, -0.24], [0.06, 0.08, 0.29], [-0.77, -0.80, -0.48], [-0.89, 0.29, -0.33], [0.10, -0.24, 0.26], [0.02, 0.04, -0.19], [-0.12, -0.24, 0.02], [0.24, 0.01, 0.12], [0.12, -0.17, -0.53], [0.48, -0.89, 0.11], [-2.03, 1.57, 0.33], [-0.21, -0.13, 0.13], [0.26, -0.44, -0.22], [0.02, -0.08, 0.36], [-0.05, 0.33, -0.20]], "e_homo_ha": -0.241}